Record 1
Formula: C35H37AsN4O2PPdS4Te
Source: the Open Molecules 2025 dataset
Level of theory: ωB97M-V/def2-TZVPD

Structure (XYZ):
```
86
Properties=species:S:1:pos:R:3
Pd 0.27 -1.34 -0.87
C -0.20 5.66 1.18
C 0.03 4.17 1.04
C 1.06 3.52 1.74
C 1.26 2.17 1.65
C 2.22 1.49 2.58
O 1.86 0.58 3.28
C 3.62 2.02 2.69
C 4.43 1.50 3.69
C 5.74 1.92 3.82
C 6.26 2.86 2.94
C 5.46 3.38 1.93
C 4.15 2.96 1.81
C 0.46 1.33 0.78
O 0.73 0.11 0.71
C -0.61 2.00 0.08
C -0.79 3.39 0.26
C -1.55 1.30 -0.78
N -1.47 0.03 -1.08
C -2.40 -0.51 -2.08
C -1.84 -0.37 -3.49
Te 0.18 -1.04 -3.73
C 1.14 0.78 -3.24
C 0.69 1.99 -3.76
C 1.30 3.17 -3.38
C 2.38 3.15 -2.51
C 2.86 1.93 -2.04
C 2.24 0.75 -2.39
C -2.72 2.10 -1.29
C -3.93 2.03 -0.62
C -5.03 2.74 -1.07
C -4.92 3.54 -2.20
C -3.71 3.62 -2.87
C -2.61 2.91 -2.41
H 0.58 6.11 1.80
H -1.16 5.88 1.65
H -0.18 6.16 0.21
H 1.70 4.10 2.40
H 4.02 0.73 4.33
H 6.37 1.50 4.59
H 7.29 3.19 3.04
H 5.87 4.11 1.24
H 3.52 3.36 1.02
H -1.60 3.88 -0.26
H -3.39 -0.05 -2.05
H -2.52 -1.58 -1.85
H -1.88 0.66 -3.83
H -2.42 -0.97 -4.19
H -0.13 2.01 -4.47
H 0.94 4.12 -3.76
H 2.86 4.07 -2.20
H 3.70 1.89 -1.35
H 2.59 -0.19 -1.96
H -4.01 1.41 0.27
H -5.97 2.68 -0.53
H -5.78 4.10 -2.55
H -3.62 4.25 -3.74
H -1.66 2.99 -2.91
S 4.74 -1.80 1.79
As 3.00 -2.91 1.48
S 2.24 -2.71 -0.57
S 1.51 -2.98 3.05
S 3.13 -5.05 1.93
C -2.97 -4.86 1.60
N -1.60 -4.33 1.95
C -0.61 -5.50 1.96
N -0.64 -6.19 0.71
C -1.98 -6.64 0.40
N -2.96 -5.55 0.35
C -2.67 -4.65 -0.79
P -0.99 -3.83 -0.73
C -1.18 -3.25 1.00
C -0.03 -5.38 -0.35
H -3.65 -4.01 1.57
H -3.25 -5.55 2.40
H -1.58 -3.92 2.89
H -0.94 -6.15 2.77
H 0.38 -5.09 2.17
H -2.30 -7.35 1.16
H -1.97 -7.14 -0.57
H -3.44 -3.87 -0.81
H -2.78 -5.22 -1.72
H -1.94 -2.46 1.04
H -0.24 -2.83 1.38
H 0.98 -5.08 -0.06
H 0.05 -5.97 -1.27
```

Net charge: -1
DFT total energy (Ha): -6291.247093
HOMO level (alpha / beta) (hartree): -0.141 / -0.148
Spin multiplicity: 3

---

Record 2
Formula: C16H23B3FIO6
Source: the Open Molecules 2025 dataset
Level of theory: ωB97M-V/def2-TZVPD

Structure (XYZ):
```
50
Properties=species:S:1:pos:R:3
O -9.09 -2.18 0.96
C -8.37 -1.82 -0.01
F -8.84 -0.80 -0.90
C -6.93 -2.53 -0.15
B -6.04 -1.96 1.12
O -6.26 -2.48 2.44
B -5.08 -2.34 3.28
I -4.37 -3.87 4.69
O -4.36 -1.08 3.13
B -3.99 -1.10 1.71
C -2.44 -1.40 1.34
C -1.82 -0.48 0.18
C -0.25 -0.88 0.08
C 0.67 -1.10 1.33
C 2.17 -1.52 1.27
C 2.80 -1.72 -0.13
C 1.92 -1.46 -1.38
C 0.42 -1.05 -1.34
O -5.08 -0.91 0.78
H -6.46 -2.13 -1.13
H -6.97 -3.67 -0.13
H -2.38 -2.50 0.98
H -1.85 -1.36 2.33
H -1.97 0.64 0.32
H -2.29 -0.78 -0.84
H 0.23 -0.95 2.38
H 2.74 -1.69 2.25
H 3.89 -2.05 -0.19
H 2.39 -1.59 -2.43
H -0.15 -0.89 -2.32
C 5.53 1.56 2.52
C 5.18 1.27 1.08
O 4.81 0.16 0.74
C 5.31 2.39 0.09
H 5.39 0.66 3.12
H 6.57 1.87 2.59
H 4.87 2.34 2.91
H 6.34 2.74 0.06
H 4.64 3.21 0.37
H 5.02 2.03 -0.90
C 2.02 1.96 -3.97
C 2.92 2.67 -3.00
O 3.92 2.14 -2.57
C 2.53 4.06 -2.58
H 2.42 0.97 -4.19
H 1.02 1.85 -3.54
H 1.97 2.53 -4.91
H 1.55 4.05 -2.09
H 2.50 4.72 -3.45
H 3.27 4.45 -1.88
```

Net charge: 0
DFT total energy (Ha): -1547.124030
HOMO level (hartree): -0.309

---

Record 3
Formula: C37H79ClF3IO5S
Source: the Open Molecules 2025 dataset
Level of theory: ωB97M-V/def2-TZVPD

Structure (XYZ):
```
127
Properties=species:S:1:pos:R:3
C -1.21 1.81 1.80
C -0.88 0.37 2.24
Cl -0.38 0.37 3.97
C 0.13 -0.37 1.33
C 1.61 -0.36 1.70
C 2.06 1.09 1.79
O 3.45 1.15 2.12
C 3.98 2.39 2.14
F 4.06 2.91 0.91
F 3.26 3.25 2.86
F 5.18 2.32 2.64
O 2.34 -0.96 0.57
S 3.43 -2.03 0.99
O 2.90 -3.31 0.67
O 4.73 -1.65 0.58
O 3.31 -1.76 2.56
C 2.07 -1.23 2.91
I 0.72 -2.83 3.52
H -1.29 2.48 2.65
H -0.45 2.21 1.12
H -2.16 1.82 1.27
H -1.79 -0.23 2.25
H -0.17 -1.42 1.21
H 0.07 0.09 0.33
H 1.48 1.63 2.55
H 1.89 1.54 0.81
H 2.20 -0.64 3.82
C 0.34 1.38 -2.33
C 1.21 0.16 -2.60
C 2.61 0.48 -3.12
C 2.62 1.22 -4.45
C 1.87 0.51 -5.58
C 2.43 -0.87 -5.90
H 0.15 1.96 -3.23
H -0.63 1.07 -1.94
H 0.81 2.05 -1.59
H 0.69 -0.49 -3.31
H 1.31 -0.42 -1.68
H 3.17 -0.45 -3.20
H 3.14 1.08 -2.37
H 3.66 1.37 -4.76
H 2.20 2.22 -4.33
H 1.92 1.13 -6.48
H 0.81 0.42 -5.33
H 3.48 -0.82 -6.18
H 1.89 -1.33 -6.74
H 2.34 -1.55 -5.05
C -1.64 -2.17 -1.84
C -0.98 -2.88 -3.02
C -1.68 -2.62 -4.35
C -3.14 -3.07 -4.41
C -3.36 -4.55 -4.11
C -2.64 -5.49 -5.08
H -2.66 -2.51 -1.67
H -1.08 -2.35 -0.92
H -1.67 -1.09 -2.01
H -0.95 -3.96 -2.81
H 0.06 -2.56 -3.10
H -1.11 -3.10 -5.15
H -1.64 -1.54 -4.56
H -3.53 -2.85 -5.41
H -3.74 -2.47 -3.72
H -4.43 -4.76 -4.14
H -3.04 -4.77 -3.09
H -2.96 -5.29 -6.11
H -2.86 -6.53 -4.85
H -1.56 -5.36 -5.03
C 10.69 -2.07 2.31
C 10.11 -1.68 3.67
C 8.86 -2.47 4.05
C 7.68 -2.30 3.08
C 7.23 -0.86 2.87
C 6.74 -0.19 4.16
H 9.99 -1.87 1.50
H 11.61 -1.51 2.10
H 10.94 -3.14 2.29
H 9.89 -0.61 3.68
H 10.87 -1.84 4.44
H 8.55 -2.18 5.05
H 9.11 -3.53 4.10
H 6.84 -2.88 3.46
H 7.94 -2.73 2.11
H 6.42 -0.86 2.14
H 8.04 -0.27 2.43
H 5.93 -0.78 4.61
H 6.36 0.81 3.97
H 7.54 -0.11 4.90
C -4.99 -1.59 3.25
C -4.79 -0.17 2.75
C -4.20 0.78 3.80
C -5.07 0.97 5.05
C -6.48 1.49 4.78
C -6.51 2.86 4.10
H -5.70 -1.63 4.08
H -5.37 -2.24 2.46
H -4.05 -2.01 3.61
H -5.74 0.23 2.38
H -4.12 -0.19 1.88
H -4.00 1.75 3.33
H -3.23 0.39 4.12
H -4.55 1.67 5.71
H -5.13 0.03 5.59
H -7.01 1.55 5.73
H -7.03 0.77 4.17
H -5.98 3.60 4.70
H -7.53 3.21 3.97
H -6.04 2.83 3.12
C -6.34 5.20 -2.66
C -6.32 3.80 -2.04
C -5.24 3.62 -0.98
C -3.81 3.82 -1.49
C -3.42 2.91 -2.65
C -3.50 1.42 -2.31
H -5.41 5.42 -3.18
H -7.16 5.30 -3.38
H -6.48 5.96 -1.89
H -6.20 3.06 -2.83
H -7.29 3.60 -1.58
H -5.34 2.63 -0.54
H -5.41 4.33 -0.17
H -3.12 3.64 -0.65
H -3.66 4.86 -1.78
H -2.39 3.15 -2.95
H -4.04 3.12 -3.52
H -2.88 1.19 -1.45
H -3.16 0.81 -3.14
H -4.52 1.12 -2.08
```

Net charge: 0
DFT total energy (Ha): -3289.072051
HOMO level (hartree): -0.359

---

Record 4
Formula: C4H5ClN2
Source: the Open Molecules 2025 dataset
Level of theory: ωB97M-V/def2-TZVPD

Structure (XYZ):
```
12
Properties=species:S:1:pos:R:3
C 1.36 2.52 -0.53
C 0.85 1.42 -0.48
C -0.31 0.32 -0.21
C -0.83 -1.31 -0.59
N -0.16 0.16 1.22
N 0.01 -2.23 -0.65
Cl -0.50 -3.93 -0.52
H 2.12 3.22 -0.47
H -1.36 0.84 -0.28
H -1.91 -1.20 -0.55
H 0.39 0.91 1.53
H 0.33 -0.74 1.52
```

Net charge: 0
DFT total energy (Ha): -724.761914
HOMO level (alpha / beta) (hartree): -0.237 / -0.353
Spin multiplicity: 3

---

Record 5
Formula: C6H7N
Source: the Open Molecules 2025 dataset
Level of theory: ωB97M-V/def2-TZVPD

Structure (XYZ):
```
14
Properties=species:S:1:pos:R:3
C -0.81 -2.32 -0.63
C -0.32 -1.24 -0.57
C 0.09 0.24 1.38
C -1.01 0.85 0.73
C 0.01 0.10 -0.19
C 0.86 0.82 -1.28
N 0.72 0.05 2.43
H -1.19 -3.27 -0.93
H -1.99 0.45 0.77
H -1.04 1.93 0.27
H 1.13 0.16 -1.99
H 1.81 1.09 -0.82
H 0.23 1.68 -1.60
H 1.50 -0.54 2.41
```

Net charge: 0
DFT total energy (Ha): -287.411822
HOMO level (hartree): -0.314

---

Record 6
Formula: C2H8OS2
Source: the Open Molecules 2025 dataset
Level of theory: ωB97M-V/def2-TZVPD

Structure (XYZ):
```
13
Properties=species:S:1:pos:R:3
C 0.17 -1.64 -0.22
S 1.24 -0.85 1.02
S 1.04 1.11 0.78
C -0.53 1.40 1.66
H 0.23 -2.67 0.12
H -0.85 -1.30 -0.24
H 0.63 -1.55 -1.19
H -0.31 1.33 2.72
H -0.89 2.42 1.46
H -1.30 0.69 1.37
H 0.08 -0.42 -2.66
H 0.55 0.96 -2.10
O -0.05 0.54 -2.72
```

Net charge: 0
DFT total energy (Ha): -952.603848
HOMO level (hartree): -0.330

---

Record 7
Formula: C3H6BrNO2
Source: the Open Molecules 2025 dataset
Level of theory: ωB97M-V/def2-TZVPD

Structure (XYZ):
```
13
Properties=species:S:1:pos:R:3
C -0.12 -0.05 -0.91
C 0.16 0.10 1.67
C -0.06 0.90 0.35
N 0.01 -1.26 -0.73
O 0.04 -0.11 -3.21
O -0.21 0.70 -2.04
Br 1.33 2.26 -0.02
H 0.85 0.73 2.35
H 0.45 -0.95 1.59
H -0.74 0.20 2.15
H -0.99 1.38 0.55
H 0.19 -1.97 -1.47
H 0.48 0.56 -3.74
```

Net charge: 0
DFT total energy (Ha): -2897.033787
HOMO level (hartree): -0.368

---

Record 8
Formula: C21H23AuCl2N4O2
Source: the Open Molecules 2025 dataset
Level of theory: ωB97M-V/def2-TZVPD

Structure (XYZ):
```
53
Properties=species:S:1:pos:R:3
Au -0.80 -1.29 -0.88
C -3.34 -3.42 3.42
C -3.02 -3.96 2.05
N -2.24 -2.97 1.33
C -1.33 -2.14 1.91
N -0.58 -1.38 1.14
C 0.38 -0.46 1.75
C 0.90 -1.00 3.07
C -0.28 -1.30 3.97
N -1.25 -2.13 3.27
C -2.05 -3.03 4.10
H -3.86 -4.17 4.02
H -3.99 -2.54 3.32
H -3.92 -4.15 1.48
H -2.47 -4.91 2.14
H -2.18 -3.00 0.33
H -0.09 0.52 1.90
H 1.20 -0.32 1.05
H 1.56 -0.27 3.54
H 1.48 -1.91 2.89
H -0.75 -0.37 4.29
H 0.04 -1.84 4.86
H -2.26 -2.50 5.04
H -1.47 -3.92 4.35
Cl 0.95 3.50 -0.16
C 2.17 2.27 -0.20
C 3.19 2.32 0.72
C 4.12 1.29 0.79
C 4.02 0.22 -0.09
C 3.01 0.20 -1.04
Cl 2.90 -1.15 -2.11
C 2.06 1.23 -1.14
N 1.02 1.15 -2.04
C 0.64 2.19 -2.93
C 1.54 3.17 -3.34
C 1.13 4.16 -4.23
C -0.17 4.17 -4.70
C -1.06 3.19 -4.29
C -0.68 2.20 -3.38
C -1.67 1.17 -2.89
C -1.48 -0.19 -3.58
O -1.72 -0.27 -4.77
O -1.01 -1.20 -2.88
H 3.24 3.15 1.41
H 4.92 1.32 1.52
H 4.73 -0.60 -0.05
H 0.87 0.23 -2.43
H 2.56 3.15 -2.98
H 1.84 4.92 -4.54
H -0.49 4.93 -5.40
H -2.08 3.19 -4.66
H -2.67 1.51 -3.13
H -1.58 1.07 -1.81
```

Net charge: 0
DFT total energy (Ha): -2239.681215
HOMO level (hartree): -0.284

---

Record 9
Formula: C7H12FN2O
Source: the Open Molecules 2025 dataset
Level of theory: ωB97M-V/def2-TZVPD

Structure (XYZ):
```
23
Properties=species:S:1:pos:R:3
C -0.29 -0.29 2.03
C -1.76 0.08 1.80
C 0.98 0.57 -2.66
C 2.14 0.00 -1.93
C 0.74 -0.47 -1.56
C -0.03 0.20 -0.31
C -1.68 -0.02 -0.49
N 0.46 -0.29 0.95
N 0.11 -0.70 3.23
O -2.21 -0.63 0.62
F -2.19 1.23 -0.73
H -2.37 -0.16 2.73
H -1.74 1.27 1.61
H 0.76 1.62 -2.34
H 0.82 0.23 -3.70
H 2.98 -0.66 -2.23
H 2.64 0.75 -1.38
H 0.36 -1.26 -2.10
H 0.01 1.35 -0.40
H -1.77 -0.76 -1.39
H 1.48 -0.35 0.87
H -0.51 -0.75 4.08
H 1.07 -0.96 3.32
```

Net charge: +1
DFT total energy (Ha): -558.231417
HOMO level (hartree): -0.522

---

Record 10
Formula: C2H3BrO2
Source: the Open Molecules 2025 dataset
Level of theory: ωB97M-V/def2-TZVPD

Structure (XYZ):
```
8
Properties=species:S:1:pos:R:3
C -0.61 0.49 -0.91
C 0.75 -0.86 0.58
O -0.61 0.44 -2.05
O -0.24 0.21 0.21
Br -2.20 2.86 0.14
H 1.46 -0.81 -0.15
H 0.05 -1.74 0.79
H 1.40 -0.58 1.40
```

Net charge: 0
DFT total energy (Ha): -2802.391225
HOMO level (alpha / beta) (hartree): -0.307 / -0.307

---

Record 11
Formula: CHIN2O2S
Source: the Open Molecules 2025 dataset
Level of theory: ωB97M-V/def2-TZVPD

Structure (XYZ):
```
8
Properties=species:S:1:pos:R:3
C 0.00 -1.35 0.08
N 1.10 -1.56 -0.25
N -1.22 -1.23 0.44
O -2.38 2.25 -0.22
O -1.85 -0.06 0.33
S -1.30 1.32 -0.26
I 3.15 1.04 0.02
H 2.49 -0.41 -0.14
```

Net charge: 0
DFT total energy (Ha): -994.397395
HOMO level (alpha / beta) (hartree): -0.357 / -0.361

---

Record 12
Formula: C10H16O
Source: the Open Molecules 2025 dataset
Level of theory: ωB97M-V/def2-TZVPD

Structure (XYZ):
```
27
Properties=species:S:1:pos:R:3
C -3.03 -1.35 -0.23
C -3.16 -0.79 -1.70
H -3.96 -1.38 0.40
H -2.66 -2.36 -0.41
H -2.40 -0.81 0.40
H -3.01 -1.44 -2.53
H -2.70 0.07 -1.79
H -4.26 -0.52 -1.85
C 2.35 0.41 -1.13
C 3.43 1.58 -1.31
C 1.73 0.22 0.20
C 0.82 -0.86 0.24
C 1.55 1.30 1.11
C -0.02 -1.03 1.43
C 0.49 1.27 1.97
C -0.35 0.13 2.14
O -1.50 0.27 2.85
H 1.68 0.71 -1.87
H 2.79 -0.50 -1.38
H 3.98 1.65 -0.39
H 0.79 -1.59 -0.58
H 2.26 1.98 1.20
H -0.56 -1.94 1.44
H 0.48 1.96 2.83
H -1.85 -0.62 2.80
H 2.88 2.37 -1.88
H 4.21 1.28 -1.98
```

Net charge: 0
DFT total energy (Ha): -465.772687
HOMO level (hartree): -0.303

---

Record 13
Formula: C23H19N5O8Se2W
Source: the Open Molecules 2025 dataset
Level of theory: ωB97M-V/def2-TZVPD

Structure (XYZ):
```
58
Properties=species:S:1:pos:R:3
W -0.68 0.63 1.94
O -1.63 -5.41 -0.13
C -1.50 -4.12 0.21
C -2.29 -3.11 -0.33
C -2.07 -1.81 0.06
N -1.13 -1.48 0.96
C -0.40 -2.46 1.49
C -0.52 -3.78 1.14
C 0.54 -2.02 2.58
O 1.37 -2.75 3.05
O 0.31 -0.78 2.96
C -2.97 -0.74 -0.51
O -4.14 -0.76 -0.28
O -2.43 0.21 -1.28
H -2.35 -5.54 -0.75
H -3.08 -3.32 -1.04
H 0.10 -4.53 1.61
O 1.74 3.56 1.59
C 2.97 3.14 2.16
C 2.89 1.71 2.72
C 4.30 1.50 3.36
O 4.54 0.19 3.83
C 2.77 0.62 1.65
Se 1.33 0.64 0.31
C 1.91 1.57 3.89
Se 0.01 2.10 3.76
H 1.70 4.52 1.60
H 3.25 3.81 2.98
H 3.77 3.17 1.41
H 4.45 2.23 4.16
H 5.06 1.68 2.60
H 4.02 0.02 4.62
H 2.77 -0.36 2.14
H 3.67 0.66 1.03
H 2.25 2.20 4.72
H 1.88 0.53 4.23
O -2.36 0.55 2.21
N -1.05 2.07 0.66
C -1.35 3.17 0.17
C -1.09 4.41 0.89
N -0.85 5.38 1.47
C -1.87 3.31 -1.18
N -2.25 3.42 -2.26
C -1.14 0.02 -1.90
C -1.32 -0.51 -3.30
C -1.75 0.34 -4.31
C -1.96 -0.14 -5.59
C -1.73 -1.49 -5.86
C -1.29 -2.35 -4.86
C -1.09 -1.85 -3.58
C -1.94 -2.00 -7.19
N -2.11 -2.41 -8.25
H -0.70 1.01 -1.92
H -0.50 -0.63 -1.31
H -1.93 1.39 -4.09
H -2.29 0.52 -6.38
H -1.10 -3.39 -5.08
H -0.73 -2.51 -2.80
```

Net charge: 0
DFT total energy (Ha): -6633.551947
HOMO level (hartree): -0.315

---

Record 14
Formula: HNO2S2
Source: the Open Molecules 2025 dataset
Level of theory: ωB97M-V/def2-TZVPD

Structure (XYZ):
```
6
Properties=species:S:1:pos:R:3
N -0.36 -0.48 -0.25
O 2.12 -1.02 0.06
O 1.41 1.32 0.54
S -1.71 0.56 -0.48
S 1.07 -0.06 0.32
H -2.53 -0.33 -0.19
```

Net charge: 0
DFT total energy (Ha): -1002.108450
HOMO level (alpha / beta) (hartree): -0.358 / -0.358